Entry from the OMol25 dataset: a cluster of 6 separate species, C34H77Cl2FN6O9S in total (ωB97M-V with the def2-TZVPD basis set).

The spin multiplicity is 1. As for the total charge: 0. Its structure (SMILES) is CC[C@H](Cl)[C@@]1(F)[C@@H](S(C)(=O)=O)C(=O)N[C@@]1(CC(=O)Cl)[C@@H](C)CC.COC[C@@H](C)N.COC[C@@H](C)N.COC[C@@H](C)N.COC[C@@H](C)N.COC[C@@H](C)N. For the frontier orbital gap, the calculation gives 9.05 eV. The HOMO energy is -8.879 eV.

Positions of all 130 atoms, in Å:
1 C -3.059 2.530 0.258
2 C -1.437 2.641 0.377
3 C -0.754 1.855 -0.881
4 C -1.281 0.349 -0.768
5 C 0.860 2.029 -0.942
6 C 1.398 2.386 0.506
7 C 2.964 2.315 0.760
8 O 3.621 1.376 1.219
9 Cl 3.909 3.860 0.354
10 N 0.938 3.253 -1.853
11 C 0.903 2.851 -3.278
12 O 0.714 3.589 -4.274
13 C 1.100 1.223 -3.397
14 S -0.265 0.260 -4.117
15 C -1.932 1.132 -4.135
16 O -0.491 -1.140 -3.630
17 O 0.066 0.119 -5.605
18 C 1.696 1.037 -1.918
19 F 2.919 1.837 -2.171
20 C 2.327 -0.308 -1.390
21 Cl 1.650 -0.932 0.224
22 C 2.359 -1.558 -2.404
23 C 1.489 -2.843 -1.910
24 H -3.541 3.358 0.869
25 H -3.384 1.506 0.670
26 H -3.313 2.558 -0.857
27 H -1.182 2.021 1.317
28 H -1.073 3.718 0.450
29 H -1.291 2.316 -1.794
30 H -2.368 0.242 -1.141
31 H -1.346 0.104 0.361
32 H -0.622 -0.453 -1.223
33 H 1.104 3.470 0.770
34 H 0.933 1.630 1.243
35 H 0.269 4.006 -1.619
36 H 1.985 1.059 -4.121
37 H -2.540 0.697 -3.282
38 H -1.755 2.248 -3.907
39 H -2.425 1.075 -5.157
40 H 3.433 -0.099 -1.136
41 H 2.073 -1.319 -3.478
42 H 3.439 -1.964 -2.450
43 H 1.501 -3.557 -2.820
44 H 0.391 -2.592 -1.732
45 H 1.984 -3.418 -1.065
46 C -1.274 -3.259 -5.865
47 C -0.901 -4.712 -6.145
48 C -1.540 -5.276 -7.430
49 O -2.920 -5.610 -7.302
50 C -3.806 -4.511 -7.440
51 N -1.242 -5.526 -4.971
52 H -2.289 -3.152 -5.476
53 H -0.602 -2.832 -5.119
54 H -1.190 -2.651 -6.771
55 H 0.185 -4.745 -6.280
56 H -1.034 -6.216 -7.672
57 H -1.381 -4.609 -8.286
58 H -3.441 -3.775 -8.161
59 H -3.975 -4.041 -6.468
60 H -4.766 -4.894 -7.791
61 H -0.904 -6.475 -5.122
62 H -2.257 -5.631 -4.959
63 C 3.283 -8.816 -0.128
64 C 3.854 -7.480 0.341
65 C 2.775 -6.417 0.637
66 O 2.212 -5.817 -0.524
67 C 1.182 -6.574 -1.139
68 N 4.824 -7.002 -0.653
69 H 2.945 -8.787 -1.165
70 H 4.045 -9.597 -0.064
71 H 2.440 -9.123 0.499
72 H 4.390 -7.670 1.278
73 H 3.251 -5.599 1.185
74 H 1.988 -6.812 1.291
75 H 0.581 -7.123 -0.409
76 H 1.608 -7.259 -1.876
77 H 0.529 -5.882 -1.675
78 H 5.275 -6.161 -0.293
79 H 4.293 -6.666 -1.456
80 C 0.165 5.975 3.511
81 C -0.708 6.730 2.513
82 C -1.500 7.893 3.142
83 O -2.637 7.485 3.895
84 C -2.349 7.069 5.220
85 N -1.598 5.774 1.840
86 H -0.413 5.309 4.155
87 H 0.894 5.353 2.983
88 H 0.722 6.668 4.148
89 H -0.038 7.161 1.761
90 H -1.895 8.511 2.329
91 H -0.852 8.546 3.740
92 H -1.524 7.634 5.662
93 H -2.131 5.999 5.237
94 H -3.242 7.230 5.827
95 H -2.110 6.265 1.107
96 H -2.324 5.514 2.508
97 C -8.264 5.741 5.232
98 C -7.076 6.403 4.539
99 C -6.169 5.408 3.785
100 O -5.309 4.643 4.627
101 C -5.924 3.511 5.221
102 N -6.319 7.178 5.529
103 H -7.979 5.218 6.146
104 H -9.005 6.494 5.513
105 H -8.756 5.026 4.567
106 H -7.482 7.100 3.798
107 H -5.504 5.985 3.135
108 H -6.752 4.751 3.127
109 H -6.668 3.053 4.564
110 H -6.378 3.788 6.176
111 H -5.145 2.775 5.430
112 H -5.585 7.695 5.046
113 H -5.805 6.512 6.106
114 C 5.774 -1.946 1.322
115 C 5.267 -3.143 2.121
116 C 5.831 -3.211 3.554
117 O 7.176 -3.673 3.633
118 C 8.155 -2.678 3.381
119 N 5.552 -4.373 1.369
120 H 6.800 -2.077 0.973
121 H 5.153 -1.793 0.434
122 H 5.729 -1.030 1.917
123 H 4.179 -3.038 2.203
124 H 5.239 -3.942 4.114
125 H 5.718 -2.254 4.077
126 H 7.847 -1.694 3.743
127 H 8.382 -2.637 2.313
128 H 9.071 -2.967 3.900
129 H 5.128 -5.160 1.858
130 H 6.554 -4.552 1.449